*one*
The following is a DFT calculation (wB97M-V/def2-TZVPD) of a single C3H9NOS molecule.

Geometry as XYZ:
```
15
Properties=species:S:1:pos:R:3
O 1.6583 -0.0282 2.3757
C 0.2349 0.0889 1.9390
N -0.2562 -0.6248 0.8452
C 0.1598 0.0107 -0.3739
C -0.6801 -0.4147 -1.5153
S -0.2985 0.3906 -3.2142
H 2.0432 0.8510 2.2114
H 0.1701 1.2223 1.7471
H -0.4199 -0.0693 2.7702
H 0.2203 -1.5310 0.7555
H 1.1847 -0.3314 -0.6448
H 0.1040 1.0546 -0.3652
H -1.7598 -0.0145 -1.5335
H -0.8248 -1.5590 -1.6261
H -1.5360 0.9547 -3.3709
```

Calculated values
* HOMO-LUMO gap: 10.13 eV
* SMILES string: OCNCCS
* LUMO energy: 0.83 eV
* HOMO level: -9.296 eV



*two*
The following is a DFT calculation (wB97M-V/def2-TZVPD) of a single C3H9NOS molecule.

Geometry as XYZ:
```
15
Properties=species:S:1:pos:R:3
C 1.3953 0.1233 1.0381
C -0.0657 0.0464 0.5855
C -0.1371 -0.2189 -0.9510
S -1.9003 -0.5481 -1.1106
N -2.5913 0.7909 -0.7920
O -2.3852 -1.7825 -0.6048
H 2.0306 0.8336 0.3924
H 1.2956 0.5165 2.1258
H 1.9018 -0.8924 0.9823
H -0.5319 1.0505 0.9334
H -0.7537 -0.6713 1.1481
H -0.0237 0.7838 -1.4250
H 0.4025 -1.0972 -1.1626
H -1.8675 -0.5884 -2.6234
H -2.9224 0.7846 0.1851
```

Calculated values
* HOMO-LUMO gap: 9.89 eV
* SMILES string: CCC[S@H](=N)=O
* LUMO energy: 0.53 eV
* HOMO level: -9.366 eV



Energies relative to the most stable structure are *one* 0.0; *two* 37.0, reported in kcal/mol.



*one*
The following is a DFT calculation (wB97M-V/def2-TZVPD) of a 2-piece molecular cluster, C3H9NOS overall.

Geometry as XYZ:
```
15
Properties=species:S:1:pos:R:3
C -0.6831 -1.2298 -1.8973
C -0.0088 -0.0480 -1.0239
C 1.0348 0.9759 1.3350
N -0.3450 -0.1069 0.3553
O 0.9389 0.5723 2.6509
S -1.7986 0.5947 0.6542
H -0.1409 -2.1341 -1.5855
H -1.8160 -1.1609 -1.8814
H -0.4876 -1.0613 -2.8803
H 0.9565 -0.3634 -1.0600
H -0.1743 0.8449 -1.5687
H 0.8504 2.1088 1.2921
H 2.0093 0.6689 0.8422
H 1.4958 -0.2334 2.7941
H -1.8314 0.5724 1.9735
```

Calculated values
* HOMO-LUMO gap: 8.17 eV
* LUMO energy: 0.72 eV
* HOMO level: -7.459 eV



*two*
The following is a DFT calculation (wB97M-V/def2-TZVPD) of a 2-piece molecular cluster, C3H9NOS overall.

Geometry as XYZ:
```
15
Properties=species:S:1:pos:R:3
N -0.3332 -0.7388 0.2967
C 0.0633 -1.2442 -1.0386
C -0.6864 -2.5428 -1.4861
O -1.4970 -3.1571 -0.8125
H -1.3959 -0.7208 0.3825
H -0.0897 -1.4718 0.9120
H 1.1350 -1.2795 -1.0380
H -0.2675 -0.4273 -1.6734
H -0.4707 -2.9364 -2.5321
C 0.4900 2.9192 1.8655
S 0.9155 2.0348 0.3090
H 1.3709 3.4524 2.2360
H -0.3292 3.6447 1.8192
H 0.2530 2.1996 2.6703
H 0.2530 0.6172 0.6577
```

Calculated values
* HOMO-LUMO gap: 8.52 eV
* SMILES string: NCC=O.CS
* LUMO energy: 0.58 eV
* HOMO level: -7.939 eV



*three*
The following is a DFT calculation (wB97M-V/def2-TZVPD) of a single C3H9NOS molecule.

Geometry as XYZ:
```
15
Properties=species:S:1:pos:R:3
C -0.9303 1.7924 0.5775
C -0.5597 0.7430 -0.5919
C 0.1891 -0.5715 -0.1147
O 1.4347 -0.3335 0.5204
S 0.5188 -1.7460 -1.5482
N 0.9802 -3.0195 -0.7214
H -1.3361 1.1562 1.4377
H -1.7779 2.5439 0.3975
H -0.0020 2.1195 1.0295
H 0.1257 1.2360 -1.3899
H -1.4741 0.4668 -1.0614
H -0.3533 -1.2198 0.6693
H 2.1171 -0.0065 -0.1783
H 0.4926 -3.8354 -0.9364
H 1.9724 -3.1873 -0.7822
```

Calculated values
* HOMO-LUMO gap: 9.55 eV
* SMILES string: CC[C@H](O)SN
* LUMO energy: 0.76 eV
* HOMO level: -8.795 eV



Energies relative to the most stable structure are *one* 51.9; *two* 7.1; *three* 0.0, reported in kcal/mol.



*one*
The following is a DFT calculation (wB97M-V/def2-TZVPD) of a single C3H9NOS molecule.

Geometry as XYZ:
```
15
Properties=species:S:1:pos:R:3
O -2.2289 -0.9974 -2.5449
C -1.9253 -0.0976 -1.4941
N -0.8660 -0.6414 -0.6850
C 0.3063 0.0413 -0.2253
C 0.4520 0.2778 1.2954
S 2.1344 0.6758 1.7806
H -1.8916 -1.8701 -2.3186
H -1.4601 0.7609 -2.0043
H -2.8208 0.3238 -0.9987
H -1.2413 -1.3037 -0.0162
H 1.2267 -0.4104 -0.6233
H 0.4688 1.0137 -0.7230
H -0.0670 1.2186 1.4679
H -0.0246 -0.5495 1.8257
H 1.9108 1.9257 2.2093
```

Calculated values
* HOMO-LUMO gap: 9.88 eV
* SMILES string: OCNCCS
* LUMO energy: 0.82 eV
* HOMO level: -9.064 eV



*two*
The following is a DFT calculation (wB97M-V/def2-TZVPD) of a single C3H9NOS molecule.

Geometry as XYZ:
```
15
Properties=species:S:1:pos:R:3
N -1.4685 -0.8158 -0.4572
C -1.1224 0.3551 0.2982
C 0.3119 0.8658 0.1039
S 0.6395 1.1099 -1.6347
C 1.3530 -0.0341 0.7214
O 1.3355 -1.3070 0.1319
H -0.8302 -1.5409 -0.2069
H -2.4164 -1.1739 -0.3360
H -1.8259 1.1762 0.0363
H -1.2677 0.1821 1.3766
H 0.4369 1.8623 0.5557
H -0.2888 0.2796 -2.1912
H 1.1571 -0.1503 1.7776
H 2.3535 0.4089 0.5939
H 1.6325 -1.2179 -0.7695
```

Calculated values
* HOMO-LUMO gap: 9.90 eV
* SMILES string: NC[C@H](S)CO
* LUMO energy: 0.88 eV
* HOMO level: -9.019 eV



Energies relative to the most stable structure are *one* 19.0; *two* 0.0, reported in kcal/mol.



*one*
The following is a DFT calculation (wB97M-V/def2-TZVPD) of a single C23H28N4O4S molecule.

Geometry as XYZ:
```
60
Properties=species:S:1:pos:R:3
C 3.4589 -2.9928 3.5137
C 2.7415 -3.7993 2.4543
O 3.1280 -4.8680 2.0349
N 1.6135 -3.2007 1.9961
C 0.7351 -3.8487 1.0543
C -0.7220 -3.7862 1.5806
C -1.1303 -2.3281 1.6087
O -0.8326 -1.5918 2.5245
N -1.7774 -1.9248 0.4757
C -2.1187 -0.6259 0.1003
C -2.2166 0.4168 1.0213
C -2.5707 1.6826 0.5904
C -2.8146 1.9076 -0.7508
S -3.2607 3.5464 -1.3125
O -3.0547 3.6191 -2.7274
O -4.5407 3.9098 -0.7888
N -2.1727 4.5545 -0.5190
C -0.8166 4.2908 -0.3992
N -0.2927 4.5168 0.7298
C 1.1188 4.3521 0.9548
C 1.6238 2.9183 0.7598
C 1.8539 2.5482 -0.7030
C 0.5651 2.4757 -1.5196
C -0.1413 3.8275 -1.6624
C -2.7205 0.8838 -1.6747
C -2.3771 -0.3848 -1.2507
C 0.7869 -3.2443 -0.3334
C 0.3915 -4.0149 -1.4211
C 0.3491 -3.4706 -2.6924
C 0.7016 -2.1461 -2.8907
C 1.1073 -1.3759 -1.8146
C 1.1489 -1.9200 -0.5426
H 4.3341 -3.5399 3.8508
H 2.7976 -2.8110 4.3580
H 3.7704 -2.0353 3.1024
H 1.2701 -2.3625 2.4428
H 1.0614 -4.8953 1.0019
H -0.7468 -4.1832 2.5959
H -1.3749 -4.3793 0.9421
H -1.8574 -2.6075 -0.2663
H -2.0111 0.2315 2.0620
H -2.6526 2.4941 1.2954
H -2.5762 4.9453 0.3213
H 1.2864 4.6539 1.9929
H 1.6926 5.0283 0.3076
H 0.9034 2.2289 1.2065
H 2.5685 2.8154 1.2985
H 2.3518 1.5755 -0.7426
H 2.5289 3.2787 -1.1567
H -0.1137 1.7516 -1.0625
H 0.8067 2.1168 -2.5233
H -0.8871 3.7782 -2.4539
H 0.5998 4.5852 -1.9377
H -2.9092 1.1025 -2.7132
H -2.2965 -1.1931 -1.9631
H 0.1229 -5.0508 -1.2693
H 0.0438 -4.0817 -3.5288
H 0.6677 -1.7180 -3.8810
H 1.3900 -0.3457 -1.9659
H 1.4653 -1.3097 0.2899
```

Calculated values
* HOMO-LUMO gap: 9.55 eV
* SMILES string: CC(=O)N[C@@H](CC(=O)Nc1ccc(S(=O)(=O)NC2=NCCCCC2)cc1)c1ccccc1
* LUMO energy: 0.31 eV
* HOMO level: -9.238 eV



*two*
The following is a DFT calculation (wB97M-V/def2-TZVPD) of a single C23H28N4O4S molecule.

Geometry as XYZ:
```
60
Properties=species:S:1:pos:R:3
C -1.0117 -4.9123 2.2491
C -1.8111 -3.6146 2.2416
C -2.8797 -3.5697 1.1488
C -2.3173 -3.5486 -0.2755
N -1.4541 -2.4065 -0.5188
C -1.9649 -1.1585 -0.7107
S -3.7185 -1.0004 -0.7663
C -3.9407 0.6844 -1.4194
C -3.9779 1.7620 -0.3351
O -4.9785 2.4004 -0.0928
N -2.7974 1.9135 0.2828
C -2.5582 2.9073 1.3111
C -1.2483 3.5803 1.0775
C 0.0164 3.2333 1.4581
C 0.8803 4.2028 0.8935
C 0.0771 5.0605 0.2086
O -1.2083 4.6906 0.3122
N -1.2624 -0.0899 -0.8722
C 0.1017 -0.1879 -0.8665
C 0.8900 0.9544 -1.0215
C 2.2595 0.8600 -1.0058
C 2.9211 -0.3766 -0.8497
N 4.2954 -0.4913 -0.9020
C 4.9950 -1.4237 -0.0381
C 5.4222 -0.7060 1.2517
O 6.2277 0.4187 0.9787
C 5.5627 1.3333 0.1351
C 5.1482 0.6475 -1.1731
C 2.1254 -1.5145 -0.7125
C 0.7393 -1.4279 -0.7105
C -0.0703 -2.6301 -0.5491
O 0.3776 -3.7548 -0.4468
H -0.3910 -4.9895 1.3608
H -1.6789 -5.7706 2.2892
H -0.3593 -4.9442 3.1186
H -1.1279 -2.7695 2.1221
H -2.3113 -3.4949 3.2056
H -3.5064 -2.6879 1.2970
H -3.5203 -4.4491 1.2332
H -1.7079 -4.4362 -0.4550
H -3.1416 -3.5222 -0.9935
H -4.9018 0.6637 -1.9320
H -3.1290 0.8664 -2.1224
H -2.0193 1.3295 -0.0294
H -2.5516 2.4293 2.2982
H -3.3792 3.6279 1.2645
H 0.2959 2.3964 2.0649
H 1.9456 4.2521 0.9887
H 0.2910 5.9398 -0.3657
H 0.4093 1.9127 -1.1413
H 2.8256 1.7723 -1.1049
H 4.3680 -2.2753 0.2125
H 5.8847 -1.7800 -0.5672
H 6.0238 -1.3631 1.8813
H 4.5207 -0.3963 1.8050
H 6.2685 2.1444 -0.0503
H 4.6715 1.7322 0.6449
H 4.6614 1.3446 -1.8524
H 6.0503 0.2651 -1.6640
H 2.5515 -2.5009 -0.6227
```

Calculated values
* HOMO-LUMO gap: 7.93 eV
* SMILES string: CCCCn1c(SCC(=O)NCc2ccco2)nc2ccc(N3CCOCC3)cc2c1=O
* LUMO energy: 0.33 eV
* HOMO level: -7.604 eV



Energies relative to the most stable structure are *one* 0.0; *two* 17.6, reported in kcal/mol.